A structure of composition C9H18O3RhSbSe6 in a non-equilibrium geometry, computed with ωB97M-V/def2-TZVPD.

```
38
Properties=species:S:1:pos:R:3:forces:R:3
Rh 0.122944 0.466830 0.620773 -0.3 0.1 -1.5
O 1.984598 -2.322182 0.721756 -0.2 0.2 -0.3
C 2.257231 -2.988196 -0.494166 0.0 0.0 0.2
C 1.738617 -2.238316 -1.723875 -0.1 0.2 0.1
C 2.228136 -3.132396 -2.879510 -0.1 0.2 -0.4
O 1.812366 -2.578664 -4.125844 0.0 0.0 0.3
C 0.213244 -2.149838 -1.853847 0.0 -0.1 0.1
Se -0.881525 -1.281207 -0.491421 0.4 0.0 0.2
C 2.357629 -0.852751 -1.931489 0.1 -0.1 0.1
Se 1.992804 0.631421 -0.713339 -0.1 -0.3 0.2
H 2.320155 -2.837322 1.459234 0.1 -0.1 0.0
H 1.805546 -3.988442 -0.499073 0.0 0.0 0.0
H 3.339539 -3.110970 -0.621578 0.0 0.0 0.0
H 1.813394 -4.134633 -2.745802 -0.1 -0.1 0.0
H 3.317046 -3.206830 -2.829708 0.1 0.0 0.0
H 2.129089 -3.134694 -4.842441 0.0 0.0 0.0
H -0.201470 -3.156606 -1.925589 -0.1 0.0 0.0
H -0.029184 -1.628476 -2.774994 0.0 0.0 -0.2
H 2.050217 -0.479695 -2.902762 0.0 0.0 -0.2
H 3.444498 -0.941344 -1.938727 0.1 0.1 0.0
Se -2.181080 -0.469930 5.977465 -0.1 -0.2 0.0
Sb -0.339319 1.086309 5.429552 0.7 0.8 0.5
Se -1.121784 3.342960 5.147828 0.0 -0.5 -0.1
Se 1.671226 0.519833 6.606685 -0.6 -0.1 -0.3
Se 0.169320 0.489114 2.848897 0.1 -0.1 0.9
C -3.497504 2.925207 0.250323 0.1 0.0 0.0
C -2.712570 3.150824 1.553413 -0.2 0.0 -0.1
C -1.322195 3.382470 1.020365 -0.1 0.0 -0.3
O -1.186424 2.365373 -0.010972 0.0 0.2 0.3
C -2.468092 2.260126 -0.682436 0.0 0.2 0.4
H -3.817804 3.882624 -0.161843 0.0 0.0 0.0
H -4.381334 2.302962 0.388013 0.0 0.0 0.0
H -2.711326 2.252258 2.169855 0.0 0.0 0.1
H -3.085639 3.981924 2.150560 0.0 0.0 0.0
H -0.525742 3.256680 1.743420 0.1 -0.1 0.1
H -1.239257 4.369424 0.556674 0.1 0.0 -0.1
H -2.663951 1.208628 -0.848370 0.0 -0.2 0.0
H -2.401381 2.757534 -1.647035 0.1 0.1 -0.1
```
Forces are in eV/Å.

**HOMO-LUMO gap (spin up / spin down)**: 5.94 / 5.17 eV
**2S+1**: 5
**Relative energy (zero: lowest compared OMol25 entry of this formula, charge and spin)**: 4.52 kcal per mole
**LUMO (spin up / spin down)**: -1.9 / -2.5 eV

Löwdin atomic charge list, values in e, 4 entries: number 1, Rh, carries -0.004; number 2, O, carries -0.108; number 3, C, carries -0.226; number 4, C, carries -0.553

A cluster of 2 separate species, C9H18OSi2 in total in a non-equilibrium geometry, computed with ωB97M-V/def2-TZVPD.

```
30
Properties=species:S:1:pos:R:3:forces:R:3
C -4.127699 -0.367961 0.146844 0.9 1.9 -1.9
C 0.758298 0.900832 3.355224 -0.2 0.9 0.2
C -2.947663 0.232975 0.168874 0.7 -1.6 2.5
C 0.771109 1.474033 2.156987 -0.5 -1.3 0.1
C -0.321545 -2.567681 0.463669 -1.6 1.0 -1.5
C 0.669496 -2.727103 -0.660988 1.0 -0.7 -1.8
C 0.952093 -1.812089 0.456401 -0.3 3.0 0.0
C 2.082122 1.273793 -2.127167 3.2 -3.9 0.3
C 2.413418 1.347845 -0.642340 -4.4 5.1 -0.7
O -0.350905 1.347135 -0.514386 -0.4 -0.4 0.2
Si -1.973156 1.538714 -0.762754 0.7 -1.1 1.8
Si 0.891912 0.854987 0.401179 2.0 -2.9 -0.2
H -4.599905 -0.948064 0.855185 -0.3 -1.3 1.7
H -4.717958 -0.115731 -0.658589 -1.7 0.1 -1.9
H 0.267964 1.271178 4.271989 0.3 0.4 -0.8
H 1.308452 0.052566 3.524390 1.0 -2.4 0.3
H -2.545648 -0.130510 1.172550 0.9 1.1 -1.2
H 0.193749 2.321333 2.227697 -1.3 2.5 -0.5
H -1.239249 -1.897041 0.170268 1.5 -2.0 0.9
H -0.416872 -3.507688 0.974463 -0.6 0.2 0.8
H 1.313166 -3.679729 -0.896492 -1.4 1.9 0.9
H 0.430921 -2.188147 -1.544234 -0.3 -0.1 -1.0
H 1.717950 -2.207994 1.026135 1.5 -0.2 1.7
H 2.957321 1.677538 -2.618812 -0.1 0.4 -0.6
H 2.144812 0.164664 -2.359996 -0.5 1.1 -0.3
H 1.190599 1.663340 -2.469461 -1.8 1.0 -0.4
H 2.658140 2.495478 -0.620258 -0.6 -1.7 1.1
H 3.268427 0.927089 -0.374317 3.7 -2.3 0.9
H -2.260432 2.671748 0.026360 -0.6 1.4 0.5
H -2.041852 1.805352 -2.144764 -0.6 -0.1 -1.4
```
Forces are in eV/Å.

**HOMO-LUMO gap**: 8.83 eV
**Relative energy (zero: lowest compared OMol25 entry of this formula, charge and spin)**: 78.48 kcal per mole
**LUMO**: 0.7 eV

Löwdin atomic charge list, values in e, 4 entries: number 1, C, carries -0.061; number 2, C, carries -0.037; number 3, C, carries -0.274; number 4, C, carries -0.213

A structure of composition C9H19Be2F2NO in a non-equilibrium geometry, computed with ωB97M-V/def2-TZVPD.

```
34
Properties=species:S:1:pos:R:3:forces:R:3
Be 2.168237 -2.054431 5.872838 -0.5 3.7 -3.5
Be 0.782696 0.232717 2.852732 1.0 -1.2 -0.2
F 1.245421 0.121332 5.432115 0.5 -2.7 -0.8
F 2.672237 -1.552006 3.467360 -1.6 0.0 2.3
C 2.053019 -1.190411 0.145926 0.7 1.0 1.2
C 0.940208 -0.480462 -0.596301 -1.2 -2.3 -3.3
C 0.017702 -1.676044 -1.020270 -0.7 0.1 -0.1
C -1.342882 -1.304991 -1.566692 -0.8 1.4 1.0
C -2.062955 -0.301873 -0.578658 0.5 -0.3 -0.7
C -1.246989 1.000835 -0.164846 -0.5 -3.9 0.3
N 0.143111 0.552379 0.152652 -0.9 -4.7 0.8
O 0.937341 1.478054 0.662422 2.1 2.9 1.3
C -1.338587 2.038496 -1.193923 -0.1 1.7 -2.2
C -1.878472 1.441035 1.097603 0.4 1.3 2.1
C 1.597839 0.093334 -1.945273 0.5 0.3 1.6
H 2.600332 -1.960610 -0.397532 -0.4 0.2 -0.6
H 2.847741 -0.525540 0.484252 0.0 0.2 0.3
H 1.639687 -1.761166 0.977492 -0.2 0.2 0.6
H 0.440580 -2.377201 -1.739741 0.9 0.6 -0.2
H -0.127948 -2.374019 -0.195823 -0.2 0.4 0.6
H -1.348660 -0.835716 -2.550484 0.4 -0.1 -0.1
H -1.887763 -2.242535 -1.677214 -0.4 0.2 0.1
H -2.390145 -0.809780 0.328587 0.3 -0.1 0.1
H -2.986681 0.069621 -1.022300 0.0 0.0 -0.1
H -2.290147 2.570130 -1.196120 -0.1 -0.1 0.7
H -1.362928 1.656517 -2.214507 0.6 -0.4 0.0
H -0.587185 2.826795 -1.148446 0.2 0.0 0.1
H -2.892007 1.804524 0.928148 0.2 0.1 0.2
H -1.249601 2.165811 1.614632 -0.3 1.2 -0.6
H -1.869282 0.743854 1.935429 -0.5 -1.3 -0.4
H 2.293418 -0.632476 -2.366562 -0.3 -0.3 0.2
H 0.974940 0.444475 -2.767958 -0.3 0.2 0.5
H 2.270261 0.840367 -1.523525 0.1 0.7 -0.7
H 1.237463 1.998984 -0.086013 0.6 0.9 -0.3
```
Forces are in eV/Å.

**HOMO-LUMO gap**: 3.98 eV
**LUMO**: -12.1 eV
**Total charge**: +2

Löwdin atomic charge list, values in e, 4 entries: number 1, Be, carries 1.364; number 2, Be, carries 1.201; number 3, F, carries -0.534; number 4, F, carries -0.529

A structure of composition C9H19ClCrNO in a non-equilibrium geometry, computed with ωB97M-V/def2-TZVPD.

```
32
Properties=species:S:1:pos:R:3:forces:R:3
Cr -6.441225 0.849367 -1.205879 1.8 -0.8 -1.0
Cl -4.301398 0.038045 -2.033911 -2.0 0.9 1.0
C 0.390695 0.992389 1.994293 1.0 -0.6 2.8
C 0.091634 1.182035 0.443998 0.4 0.9 -1.9
C 1.482504 1.407832 -0.196777 1.5 -0.4 0.3
C 2.355707 0.201832 -0.315627 -0.9 -1.0 0.1
C 1.572911 -0.935850 -0.978194 0.4 0.8 0.9
C 0.174051 -1.227366 -0.348933 0.5 -0.1 -2.6
N -0.554666 0.060153 -0.141660 -0.2 -1.1 5.0
O -1.898881 -0.034108 0.251432 3.1 0.7 -1.1
C -0.600884 -2.100957 -1.369937 -0.8 0.1 0.3
C 0.246894 -1.997649 0.997196 0.6 -0.8 1.8
C -0.695358 2.472255 0.307169 -1.4 0.8 -0.5
H 0.754204 1.895609 2.484347 -0.3 0.7 -0.9
H -0.413653 0.657348 2.649179 -0.8 0.1 -0.8
H 1.206806 0.306485 2.221440 0.1 -0.4 -1.0
H 1.378188 1.631949 -1.258368 -0.8 0.6 -0.3
H 2.001933 2.241477 0.275802 -0.3 0.0 0.2
H 3.323324 0.383869 -0.783251 0.0 0.2 -0.4
H 2.671390 -0.207034 0.644194 0.2 0.3 0.8
H 2.235877 -1.781600 -0.795726 -0.5 -0.6 -0.7
H 1.399640 -0.738656 -2.036109 0.3 -0.3 -0.2
H -1.409168 -2.624246 -0.859119 -0.2 0.2 -0.2
H 0.012045 -2.879258 -1.824531 0.4 0.2 0.3
H -0.968952 -1.481357 -2.187699 -0.1 -0.1 -0.1
H 1.292874 -2.141641 1.267940 0.3 0.5 -0.2
H -0.092761 -3.031242 0.930729 -0.5 0.2 -0.6
H -0.220006 -1.590194 1.893899 -0.3 0.3 -0.4
H -0.065068 3.341419 0.495227 0.1 -0.3 0.3
H -0.991536 2.554989 -0.738549 0.1 0.0 -0.3
H -1.640028 2.583318 0.839500 0.3 -0.3 0.5
H -2.297093 -0.029213 -0.622075 -1.7 -0.6 -1.0
```
Forces are in eV/Å.

**HOMO-LUMO gap (spin up / spin down)**: 5.18 / 6.56 eV
**2S+1**: 5
**LUMO (spin up / spin down)**: -16.0 / -14.8 eV
**Total charge**: +3

Löwdin atomic charge list, values in e, 4 entries: number 1, Cr, carries 1.199; number 2, Cl, carries -0.015; number 3, C, carries 0.091; number 4, C, carries -0.390

An isolated molecule of C9H19IOSi in a non-equilibrium geometry, computed with ωB97M-V/def2-TZVPD.

```
31
Properties=species:S:1:pos:R:3:forces:R:3
C -0.262996 2.649770 -0.480012 0.5 -0.2 0.2
C 0.731928 1.951542 -1.441188 -1.8 1.2 -1.1
C 0.450870 2.880730 0.842761 -2.3 1.6 0.8
C 0.386186 0.526467 -1.610910 -1.2 -2.7 -2.7
C 0.563152 1.638067 1.602930 3.5 -0.1 -1.1
C 0.741223 -0.337466 -0.374906 0.3 0.9 -1.1
C -2.032638 -1.064855 0.448634 1.6 -2.8 2.4
C 0.535481 -1.878867 2.146468 -1.1 -0.8 0.0
C -0.149886 -3.452711 -0.732910 2.0 0.5 1.3
O 1.870140 1.410136 2.028569 -2.8 -0.8 1.4
Si -0.211972 -1.788132 0.319182 -0.4 0.2 1.1
I 2.867693 -0.382589 -0.165254 -0.3 -0.5 -0.3
H -0.652974 3.590249 -0.827975 0.1 0.5 -0.5
H -1.158548 2.026449 -0.286159 0.5 0.1 -0.2
H 0.725522 2.398525 -2.448706 -0.3 0.2 0.3
H 1.752159 2.032560 -1.142236 0.7 0.2 0.6
H 1.442012 3.279985 0.719610 0.4 0.4 -0.4
H -0.117925 3.702178 1.431187 0.7 -1.2 -0.5
H -0.713169 0.370301 -2.038681 1.6 0.5 1.7
H 0.846805 0.201216 -2.633333 0.2 -0.1 1.9
H -0.248488 1.172026 2.056859 -0.8 -0.9 1.1
H -2.227151 -0.166266 -0.013122 -0.4 1.8 -1.4
H -2.787398 -1.837522 0.297278 -0.1 0.2 -0.4
H -2.067825 -0.870583 1.545700 -0.1 0.0 -0.5
H 1.601290 -2.095703 2.057142 0.0 -0.3 0.1
H 0.512474 -0.888073 2.663209 -0.3 -0.8 -0.5
H 0.034903 -2.679848 2.813402 0.8 1.3 -1.0
H -0.901068 -4.199966 -0.517461 -0.4 0.1 0.1
H -0.233691 -3.058420 -1.729572 -0.2 -0.2 -0.7
H 0.858166 -4.003921 -0.645392 -1.4 1.1 -0.1
H 2.404326 1.947795 1.468124 0.9 0.5 -0.5
```
Forces are in eV/Å.

**HOMO-LUMO gap (spin up / spin down)**: 6.97 / 8.20 eV
**Relative energy (zero: lowest compared OMol25 entry of this formula, charge and spin)**: 73.17 kcal per mole
**LUMO (spin up / spin down)**: -0.2 / 0.5 eV

Löwdin atomic charge list, values in e, 4 entries: number 1, C, carries -0.176; number 2, C, carries -0.275; number 3, C, carries -0.213; number 4, C, carries -0.400

The ion C9H19N2 with charge +1 in a non-equilibrium geometry, computed with ωB97M-V/def2-TZVPD.

```
30
Properties=species:S:1:pos:R:3:forces:R:3
C 0.662836 -1.933218 -0.544305 -7.7 -7.1 -0.8
C 1.705126 -1.098726 -0.495970 8.6 5.1 -0.3
C -0.613321 -1.260395 -0.060015 0.7 -0.2 -0.9
C 1.321215 0.280879 -0.038011 0.9 -0.5 -0.3
C -1.856487 -1.527094 -0.874645 -0.1 1.9 -2.1
C -0.940674 -1.675468 1.344048 -0.6 -0.2 0.7
C 1.809869 0.496179 1.379545 -4.3 3.7 0.4
C 2.004598 1.396409 -0.870978 0.7 -4.4 -1.2
C -1.133496 1.408757 0.444719 2.1 0.1 -2.9
N -1.527945 2.184212 -0.730758 1.1 0.7 1.7
N -0.179301 0.153111 -0.214577 -2.3 3.7 0.0
H 0.674080 -3.063466 -0.647038 0.1 1.7 0.4
H 2.740140 -1.293764 -0.936614 -1.8 0.4 0.5
H -2.804594 -1.499769 -0.392472 -0.6 0.7 1.0
H -1.802004 -2.527915 -1.122581 0.2 -2.2 -1.0
H -1.958568 -0.937835 -1.849277 0.4 -0.7 1.2
H -0.175198 -2.180240 1.859429 1.6 -0.1 0.7
H -1.637186 -2.508938 1.229768 -0.5 0.5 0.4
H -1.288457 -0.850311 1.978942 -0.4 -0.4 -0.2
H 1.794860 1.601425 1.617042 -0.3 -0.6 -0.4
H 2.787364 0.356329 1.442233 4.2 -1.6 0.4
H 1.219155 0.113734 2.176157 -0.2 -1.1 0.5
H 1.869208 1.275321 -1.950420 0.4 -0.6 0.0
H 3.046417 1.262847 -0.573948 0.0 0.5 -0.5
H 1.663508 2.324296 -0.762044 -1.3 3.9 1.5
H -1.922889 1.175443 1.080759 -1.4 -1.8 0.7
H -0.466742 1.947408 1.066959 1.0 0.6 0.2
H -1.616043 3.196781 -0.471470 0.0 -1.4 -0.6
H -2.378512 1.821288 -1.097664 -0.9 0.1 -0.3
H -0.378349 0.437664 -1.218657 0.5 -0.5 1.2
```
Forces are in eV/Å.

**HOMO-LUMO gap (spin up / spin down)**: 6.77 / 8.49 eV
**2S+1**: 3
**Relative energy (zero: lowest compared OMol25 entry of this formula, charge and spin)**: 0.00 kcal per mole
**LUMO (spin up / spin down)**: -2.5 / -6.0 eV
**Total charge**: +1

Löwdin atomic charge list, values in e, 4 entries: number 1, C, carries -0.008; number 2, C, carries -0.022; number 3, C, carries -0.503; number 4, C, carries -0.458

no.,E (eV)
1,-417387.921
2,-27423.476
3,-19388.793
4,-54085.283
5,-27663.461
6,-12608.705